ORCA calculation (wB97M-V/def2-TZVPD) on a molecular structure, C2H5F3N2 at a distorted geometry.

The geometry in XYZ format:
```
12
Properties=species:S:1:pos:R:3:forces:R:3
C -1.65139 0.84607 0.21192 -0.50 0.12 -2.49
C -1.45855 -0.60048 -0.08706 5.79 -2.19 -0.75
N 1.42253 -0.33475 -0.02196 0.17 0.61 -1.64
N 0.32706 -1.05880 0.40013 -2.13 1.48 0.48
F -2.91530 1.25204 -0.22330 -0.13 -0.25 0.57
F -2.14030 -1.56398 0.48661 -0.68 0.51 0.59
F -1.41731 -0.85183 -1.39533 -0.80 0.26 -0.76
H -0.98705 1.46766 -0.43341 0.17 -0.84 0.91
H -1.52242 0.95498 1.23675 0.08 0.74 1.89
H 1.65196 -0.26201 -1.09947 -0.75 0.28 3.11
H 1.65320 0.41305 0.65754 -0.04 -0.54 -1.52
H 0.57510 -2.03618 0.29039 -1.18 -0.17 -0.39
```
Forces are in eV/Å.

As for the energy above the lowest of the compared OMol25 structures with the same formula, charge and spin: 2.473 eV. Its HOMO energy is -8.543 eV. The LUMO energy comes out at 0.9 eV. The net charge is 0. The value obtained for the gap between HOMO and LUMO is 9.4 eV.